No. 1
This record from the Open Molecules 2025 dataset describes C34H44BN6RhS3 as an isolated structure at a distorted geometry. The level of theory is ωB97M-V/def2-TZVPD.

```
! wB97M-V def2-TZVPD RIJCOSX def2/J DEFGRID3
* xyz 0 1
Rh 1.0305 -2.4967 2.4226
C 5.0073 -3.6706 -0.6364
C 3.9646 -2.6369 -0.8922
C 4.0898 -1.6794 -1.8819
C 3.0564 -0.7425 -2.0478
N 2.0171 -0.7251 -1.2470
N 1.8980 -1.6048 -0.2645
B 0.6570 -1.3430 0.6629
N -0.6659 -1.7820 0.0201
N -1.1379 -1.0649 -1.0073
C -2.2611 -1.4075 -1.5862
C -2.9698 -2.5631 -1.2080
C -2.5026 -3.3115 -0.1415
C -3.1724 -4.5584 0.3192
C -1.3398 -2.8664 0.5019
S -0.8251 -3.6933 1.9197
C -2.7869 -0.5471 -2.7187
C -4.2181 -0.1016 -2.3900
C -1.9237 0.6936 -2.9207
C -2.7851 -1.3747 -4.0098
N 0.6558 0.1042 1.1408
N -0.2193 0.9989 0.6822
C -0.2970 2.1902 1.2253
C 0.4833 2.5466 2.3364
C 1.4506 1.6618 2.7822
C 2.3481 1.9654 3.9312
C 1.5533 0.4314 2.1288
S 2.7463 -0.7166 2.5662
C -1.2443 3.1491 0.5284
C -1.4037 4.4784 1.2683
C -0.6678 3.4237 -0.8706
C -2.6170 2.4761 0.4187
C 2.8197 -2.5868 -0.0716
S 2.6010 -3.7272 1.1728
C 3.0034 0.2949 -3.1508
C 2.7794 1.6688 -2.5108
C 4.2617 0.3354 -4.0162
C 1.7978 -0.0696 -4.0249
H 5.8309 -3.5749 -1.3398
H 5.3833 -3.5716 0.3819
H 4.5724 -4.6656 -0.7199
H 4.9755 -1.6645 -2.4939
H -3.8522 -2.8860 -1.7351
H -4.0895 -4.7337 -0.2358
H -2.5010 -5.4041 0.1770
H -3.3925 -4.5029 1.3835
H -4.2418 0.4308 -1.4420
H -4.5755 0.5682 -3.1690
H -4.8978 -0.9472 -2.3246
H -1.9911 1.3311 -2.0487
H -0.8870 0.4090 -3.0588
H -2.2620 1.2452 -3.7963
H -3.4104 -2.2595 -3.9177
H -3.1626 -0.7687 -4.8302
H -1.7728 -1.6893 -4.2515
H 0.3477 3.4857 2.8429
H 2.1753 2.9747 4.2925
H 2.1656 1.2554 4.7376
H 3.3867 1.8501 3.6272
H -0.4611 5.0183 1.3250
H -2.1136 5.1000 0.7260
H -1.7891 4.3233 2.2737
H 0.2440 4.0135 -0.7986
H -0.4317 2.4886 -1.3691
H -1.3906 3.9769 -1.4677
H -3.0905 2.4511 1.3974
H -3.2616 3.0276 -0.2629
H -2.4955 1.4574 0.0639
H 3.6432 1.9485 -1.9130
H 2.6299 2.4231 -3.2789
H 1.9083 1.6379 -1.8649
H 5.1438 0.5761 -3.4281
H 4.4237 -0.6090 -4.5307
H 4.1408 1.1084 -4.7716
H 0.9128 -0.1288 -3.3994
H 1.6474 0.6797 -4.7977
H 1.9478 -1.0369 -4.4993
C 0.4157 -1.7298 4.0941
C -0.4243 -0.7759 4.5785
C -0.2751 -0.2233 5.8846
C -1.0456 0.8344 6.2877
C -2.0084 1.3822 5.4421
C -2.2045 0.8350 4.1768
C -1.4497 -0.2223 3.7464
H 0.4814 -0.6363 6.5330
H -0.9015 1.2513 7.2739
H -2.6100 2.2131 5.7765
H -2.9698 1.2367 3.5268
H -1.6010 -0.6512 2.7657
*
```

The LUMO energy (alpha / beta) is -0.3 / -0.3 eV. For the total energy, the calculation gives -81103.3073 eV. The max |F| comes out at 4.4 eV/Å. The HOMO energy (alpha / beta) comes out at -0.222 / -0.227 hartree. Its energy above the lowest of the compared OMol25 structures with the same formula, charge and spin is 9.1 kcal per mole.

Want to see where the charge sits? The Löwdin charges in e are: 0.271, -0.078, -0.254, 0.075, -0.211, 0.171, -0.004, -0.723, 0.030, 0.181, -0.215, 0.067, -0.260, -0.081, -0.556, 0.728, -0.543, -0.035, -0.043, -0.035, 0.039, 0.191, -0.215, 0.079, -0.250, -0.061, -0.578, 0.759, -0.533, -0.056, -0.038, -0.044, -0.640, 0.666, -0.544, -0.039, -0.059, -0.038, 0.079, 0.081, 0.078, 0.114, 0.119, 0.081, 0.088, 0.069, 0.080, 0.089, 0.077, 0.047, 0.054, 0.096, 0.077, 0.086, 0.090, 0.116, 0.082, 0.078, 0.075, 0.084, 0.089, 0.084, 0.088, 0.053, 0.089, 0.074, 0.089, 0.055, 0.088, 0.085, 0.060, 0.086, 0.083, 0.086, 0.046, 0.089, 0.090, -0.107, -0.367, -0.040, -0.090, -0.070, -0.090, -0.036, 0.109, 0.101, 0.099, 0.093, 0.098


No. 2
This record from the Open Molecules 2025 dataset describes C34H44Br2N2Si2V as an isolated structure at a distorted geometry. The level of theory is ωB97M-V/def2-TZVPD.

```
! wB97M-V def2-TZVPD RIJCOSX def2/J DEFGRID3
* xyz 0 4
V -0.2068 -0.3865 -0.0081
Br -4.0260 -5.6049 0.9180
C -2.8650 -4.1183 0.6721
C -1.8591 -3.8583 1.6235
C -1.0723 -2.7504 1.4289
N -1.1984 -1.9132 0.3937
C -2.1292 -2.2098 -0.5775
C -2.9933 -3.3079 -0.4278
C -2.0728 -1.3555 -1.7111
C -2.8340 -1.5195 -2.8789
C -2.5774 -0.7139 -3.9579
Br -3.5486 -0.9470 -5.5714
C -1.5652 0.2648 -3.8865
C -0.8814 0.3847 -2.7045
N -1.1179 -0.3644 -1.6227
H -1.7088 -4.5158 2.4635
H -0.2708 -2.5249 2.1244
H -3.7459 -3.5102 -1.1722
H -3.5910 -2.2859 -2.9312
H -1.3354 0.8812 -4.7396
H -0.0715 1.1052 -2.6111
C 1.2083 2.9171 -0.1489
C -0.1340 3.1572 0.5497
C -1.1434 3.5196 -0.5393
C -0.0046 4.3698 1.4686
Si -0.6552 1.4805 1.4938
C 0.4417 1.2544 3.1461
C -0.0713 2.0548 4.3412
C 1.9036 1.6317 2.9077
C 0.4527 -0.2305 3.5144
C -2.6051 1.4517 1.9095
C -3.3951 1.1907 0.6228
C -3.1179 2.7484 2.5377
C -2.9426 0.2929 2.8505
H 1.4596 3.7626 -0.7908
H 1.1652 2.0137 -0.7676
H 2.0153 2.7975 0.5656
H -0.7784 4.3677 -1.1209
H -2.0963 3.8092 -0.1087
H -1.3062 2.6886 -1.2246
H 0.2600 5.2550 0.8893
H 0.7646 4.2270 2.2190
H -0.9416 4.5744 1.9769
H -0.1304 3.1137 4.1118
H 0.5998 1.9361 5.1925
H -1.0546 1.7157 4.6511
H 2.0209 2.6999 2.7578
H 2.3020 1.0984 2.0438
H 2.5024 1.3576 3.7776
H -0.5500 -0.6195 3.6586
H 1.0076 -0.3879 4.4401
H 0.9509 -0.7968 2.7221
H -3.2002 1.9382 -0.1394
H -4.4635 1.2051 0.8411
H -3.1470 0.2089 0.2176
H -3.0448 3.5764 1.8378
H -2.5628 3.0066 3.4347
H -4.1685 2.6424 2.8131
H -2.5647 -0.6506 2.4556
H -4.0244 0.1981 2.9505
H -2.5368 0.4499 3.8454
C 0.6724 -2.5123 -4.9427
C 1.5126 -1.4464 -4.6674
C 1.8545 -1.1495 -3.3593
C 1.3974 -1.9343 -2.3024
C 0.5471 -2.9945 -2.6006
C 0.1726 -3.2762 -3.9019
Si 1.8530 -1.5228 -0.4850
C 3.7429 -1.2752 -0.6367
C 4.5288 -2.4235 -0.5871
C 5.8870 -2.3860 -0.8339
C 6.4960 -1.1801 -1.1386
C 5.7348 -0.0241 -1.1868
C 4.3730 -0.0746 -0.9370
H 0.4252 -2.7654 -5.9644
H 1.9129 -0.8536 -5.4773
H 2.5193 -0.3173 -3.1571
H 0.2002 -3.6306 -1.7947
H -0.4947 -4.1017 -4.1100
H 1.8405 -2.8503 0.2570
H 4.0581 -3.3687 -0.3582
H 6.4643 -3.3001 -0.7983
H 7.5580 -1.1455 -1.3347
H 6.2059 0.9178 -1.4315
H 3.7938 0.8392 -0.9789
*
```

The LUMO energy (alpha / beta) is -0.4 / -1.2 eV. For the total energy, the calculation gives -220479.0657 eV. The max |F| comes out at 3.8 eV/Å. The HOMO energy (alpha / beta) comes out at -0.234 / -0.278 hartree.

Want to see where the charge sits? The Löwdin charges in e are: 0.525, 0.755, -0.660, -0.088, -0.131, -0.075, -0.216, -0.043, -0.221, -0.049, -0.664, 0.757, -0.086, -0.123, -0.070, 0.104, 0.106, 0.106, 0.107, 0.108, 0.122, -0.113, -0.629, -0.108, -0.094, 0.820, -0.628, -0.095, -0.107, -0.121, -0.624, -0.103, -0.095, -0.104, 0.088, 0.043, 0.059, 0.086, 0.063, 0.054, 0.085, 0.057, 0.068, 0.068, 0.084, 0.060, 0.061, 0.068, 0.087, 0.056, 0.090, 0.051, 0.060, 0.088, 0.052, 0.062, 0.065, 0.083, 0.055, 0.086, 0.064, -0.096, -0.092, -0.117, -0.337, -0.124, -0.087, 0.666, -0.342, -0.126, -0.091, -0.097, -0.095, -0.126, 0.101, 0.102, 0.099, 0.098, 0.105, -0.019, 0.084, 0.101, 0.098, 0.099, 0.088